## P
Formula: C40H48N3O6P2PbS
Source: the OMol25 dataset
Level of theory: ωB97M-V/def2-TZVPD

The geometry in XYZ format:
```
101
Properties=species:S:1:pos:R:3:mulliken_charge:R:1
Pb -2.027 1.527 -0.114 0.46
N -0.509 1.263 2.923 -0.26
C -1.264 2.216 3.803 -0.28
C -0.366 3.288 4.309 -0.80
N 0.149 4.085 3.228 -0.32
H -1.196 0.671 2.455 0.12
H -0.095 1.759 2.157 -0.02
H -1.677 1.588 4.602 0.45
H -2.112 2.657 3.280 0.09
H 0.528 2.969 4.913 0.33
H -0.916 3.886 5.069 0.38
H 0.723 4.862 3.508 0.24
H -0.659 4.433 2.705 0.09
C -2.168 -4.093 -2.332 -1.48
C -2.908 -2.879 -1.853 1.04
C -3.664 -2.902 -0.707 -0.53
C -4.337 -1.776 -0.214 -0.39
C -4.267 -0.621 -0.940 -1.27
C -3.454 -0.541 -2.090 -0.24
C -2.752 -1.660 -2.527 -0.58
S -5.322 0.781 -0.463 1.43
O -5.954 0.433 0.798 -0.80
O -6.243 1.029 -1.557 -0.83
N -4.241 1.905 -0.285 0.02
C -4.651 3.303 0.085 -0.68
C -3.496 4.062 0.688 0.38
O -3.718 5.120 1.211 -0.77
O -2.363 3.522 0.596 -0.55
H -2.243 -4.962 -1.631 0.27
H -1.118 -3.880 -2.506 0.15
H -2.589 -4.396 -3.279 0.47
H -3.752 -3.801 -0.140 0.49
H -4.931 -1.831 0.676 0.60
H -3.325 0.366 -2.685 0.67
H -2.193 -1.522 -3.452 0.42
H -5.459 3.319 0.783 0.49
H -4.927 3.831 -0.860 0.27
O 1.383 0.972 -0.239 -0.12
P 2.380 0.376 0.649 0.48
C 1.721 -1.177 1.411 -0.95
P 0.692 -2.137 0.331 0.34
O -0.630 -1.479 0.052 -0.04
C 1.511 -2.435 -1.283 0.91
C 0.785 -1.858 -2.386 -0.65
C 1.200 -2.087 -3.714 -0.82
C 2.327 -2.898 -3.937 -0.71
C 3.035 -3.429 -2.879 -0.69
C 2.615 -3.224 -1.577 -0.14
C 0.458 -3.635 1.269 0.40
C 1.367 -4.589 1.757 -0.52
C 0.904 -5.647 2.571 -0.64
C -0.429 -5.776 2.880 -0.71
C -1.312 -4.878 2.375 -0.57
C -0.897 -3.771 1.600 -0.52
C 3.017 1.449 1.992 1.00
C 2.935 2.775 1.733 -0.37
C 3.380 3.727 2.686 -0.87
C 3.899 3.270 3.907 -0.50
C 3.996 1.898 4.147 -0.80
C 3.563 0.988 3.198 -0.46
C 3.825 -0.280 -0.211 0.61
C 4.726 -1.200 0.357 -0.32
C 5.628 -1.854 -0.485 -0.84
C 5.670 -1.512 -1.838 -0.49
C 4.906 -0.491 -2.352 -0.88
C 3.944 0.058 -1.524 -0.14
H 0.999 -0.835 2.203 0.28
H 2.541 -1.771 1.899 0.57
H -0.049 -1.248 -2.168 0.68
H 0.646 -1.650 -4.529 0.51
H 2.595 -3.140 -4.966 0.37
H 3.915 -4.050 -3.036 0.43
H 3.169 -3.626 -0.757 0.31
H 2.437 -4.505 1.641 0.35
H 1.596 -6.337 2.986 0.44
H -0.730 -6.540 3.509 0.49
H -2.391 -4.955 2.575 0.39
H -1.642 -3.156 1.161 0.41
H 2.510 3.205 0.839 0.25
H 3.226 4.797 2.533 0.48
H 4.118 3.919 4.742 0.37
H 4.336 1.494 5.069 0.41
H 3.537 -0.037 3.453 0.35
H 4.606 -1.506 1.374 0.42
H 6.284 -2.561 -0.022 0.44
H 6.458 -1.917 -2.433 0.44
H 5.000 -0.179 -3.380 0.45
H 3.191 0.736 -1.886 0.43
C -3.245 3.355 -3.215 -1.17
C -1.822 3.654 -2.739 1.48
C -0.996 4.183 -3.895 -1.72
C -1.189 2.391 -2.144 -1.36
H -3.708 4.242 -3.605 0.40
H -3.835 2.958 -2.399 -0.05
H -3.265 2.583 -3.983 0.28
H -1.847 4.423 -1.945 0.01
H -0.698 3.316 -4.481 0.34
H -0.066 4.625 -3.593 0.41
H -1.482 4.920 -4.584 0.38
H -0.102 2.494 -1.977 0.48
H -1.198 1.552 -2.887 0.19
```

Properties
- frontier orbital gap (eV) = 5.766
- total charge = -1
- E_HOMO (eV) = -3.9

***

## Q
Formula: C40H48N3O6P2PbS
Source: the OMol25 dataset
Level of theory: ωB97M-V/def2-TZVPD

The geometry in XYZ format:
```
101
Properties=species:S:1:pos:R:3:mulliken_charge:R:1
Pb -0.505 -2.410 -0.505 1.13
N 2.166 -4.457 -1.055 -0.14
C 2.798 -4.901 -2.282 -0.76
C 3.858 -3.908 -2.776 -0.44
N 3.256 -2.585 -3.147 -0.43
H 2.668 -4.791 -0.239 0.17
H 1.276 -4.918 -0.917 0.26
H 2.002 -5.068 -2.990 0.35
H 3.332 -5.865 -2.200 0.38
H 4.415 -4.236 -3.631 0.50
H 4.639 -3.774 -1.981 0.01
H 2.568 -2.283 -2.467 -0.07
H 2.695 -2.747 -3.966 0.36
C -5.880 0.231 4.715 -1.69
C -5.263 -0.185 3.418 1.07
C -6.021 -0.007 2.257 -0.80
C -5.606 -0.567 1.042 -0.97
C -4.469 -1.330 0.964 -0.13
C -3.671 -1.405 2.052 0.43
C -4.028 -0.825 3.279 -0.86
S -4.039 -2.138 -0.610 1.31
O -3.747 -1.051 -1.531 -0.62
O -5.201 -2.939 -0.995 -0.82
N -2.751 -2.981 -0.287 -0.10
C -2.850 -4.317 0.278 -0.55
C -1.676 -5.267 -0.102 0.19
O -1.824 -6.460 0.142 -0.74
O -0.583 -4.725 -0.575 -0.76
H -6.397 1.148 4.554 0.40
H -5.144 0.336 5.500 0.38
H -6.585 -0.469 5.071 0.36
H -6.917 0.616 2.303 0.29
H -6.255 -0.380 0.198 0.42
H -2.715 -1.929 2.031 0.32
H -3.397 -0.917 4.151 0.35
H -3.822 -4.710 0.116 0.73
H -2.805 -4.358 1.420 0.10
O -1.388 0.189 -0.115 0.27
P -0.739 1.499 -0.434 0.15
C 1.047 1.401 -0.148 2.05
P 2.293 1.135 -1.374 1.76
O 1.932 0.168 -2.398 -0.69
C 3.748 0.559 -0.349 0.24
C 4.085 0.991 0.936 -0.01
C 5.051 0.313 1.713 -0.68
C 5.715 -0.765 1.227 -0.58
C 5.391 -1.210 -0.057 -0.59
C 4.413 -0.606 -0.814 -0.78
C 2.685 2.780 -2.039 0.26
C 2.994 3.861 -1.244 -0.18
C 2.948 5.166 -1.711 -0.90
C 2.594 5.388 -3.012 -0.35
C 2.340 4.344 -3.886 -0.53
C 2.368 3.027 -3.393 -0.64
C -1.102 1.969 -2.142 0.83
C -1.704 0.946 -2.868 -0.37
C -2.077 1.185 -4.190 -0.73
C -1.844 2.414 -4.764 -0.57
C -1.272 3.437 -4.014 -0.82
C -0.868 3.204 -2.717 -0.36
C -1.187 2.791 0.665 0.57
C -2.359 2.617 1.421 -0.55
C -2.741 3.572 2.344 -0.78
C -1.937 4.661 2.566 -0.53
C -0.762 4.869 1.834 -1.00
C -0.425 3.985 0.849 -0.10
H 1.071 0.414 0.438 -3.25
H 1.309 2.215 0.521 0.81
H 3.582 1.806 1.475 0.14
H 5.262 0.688 2.733 0.33
H 6.469 -1.277 1.774 0.46
H 5.830 -2.142 -0.431 0.31
H 4.085 -1.022 -1.715 0.79
H 3.275 3.676 -0.250 0.48
H 3.301 6.003 -1.121 0.42
H 2.380 6.433 -3.321 0.30
H 2.168 4.548 -4.981 0.35
H 2.177 2.182 -4.049 0.37
H -1.978 0.013 -2.375 0.14
H -2.571 0.436 -4.794 0.46
H -2.238 2.659 -5.739 0.37
H -1.157 4.375 -4.494 0.52
H -0.347 3.945 -2.125 0.43
H -2.988 1.719 1.231 0.26
H -3.662 3.514 2.858 0.56
H -2.228 5.293 3.408 0.32
H -0.180 5.736 2.066 0.47
H 0.564 4.106 0.397 0.13
C 2.163 -2.101 3.286 -1.95
C 1.101 -1.596 2.310 2.81
C 0.222 -0.542 2.932 -0.93
C 0.290 -2.777 1.742 -2.00
H 2.834 -1.382 3.602 0.52
H 2.755 -2.898 2.734 0.37
H 1.705 -2.612 4.146 0.31
H 1.643 -1.184 1.412 -1.02
H -0.347 -0.921 3.754 0.52
H -0.554 -0.270 2.159 -0.05
H 0.819 0.334 3.248 0.32
H -0.470 -3.112 2.488 0.26
H 0.997 -3.577 1.556 0.65
```

Properties
- frontier orbital gap (eV) = 6.327
- total charge = -1
- E_HOMO (eV) = -4.3

***

Stability check: which of them is least stable? P.

***

## P
Formula: C9H14FNO2
Source: the OMol25 dataset
Level of theory: ωB97M-V/def2-TZVPD

The geometry in XYZ format:
```
27
Properties=species:S:1:pos:R:3:nbo_charge:R:1
C -3.464 -0.763 -0.330 -0.37
C -3.388 0.638 -0.645 -0.36
C -2.370 -1.019 0.471 0.40
C -2.254 1.161 -0.050 0.41
C 0.564 -0.929 -0.819 -0.62
C 1.156 1.571 -0.521 -0.62
C 2.336 -0.226 0.653 -0.61
C -0.088 0.198 1.220 0.42
C 0.968 0.200 0.103 -0.14
N -1.687 0.165 0.643 -0.42
O -1.921 -2.167 1.044 -0.69
O -1.833 2.463 -0.175 -0.67
F -0.161 1.214 2.138 -0.36
H -4.266 -1.611 -0.380 0.22
H -3.982 1.096 -1.343 0.22
H 1.487 -1.469 -1.208 0.22
H -0.299 -0.777 -1.525 0.24
H 0.165 -1.702 -0.107 0.23
H 1.125 2.381 0.234 0.22
H 0.272 1.792 -1.278 0.24
H 2.083 1.583 -1.119 0.22
H 2.478 0.377 1.508 0.21
H 2.951 0.041 -0.161 0.22
H 2.444 -1.237 1.192 0.22
H 0.131 -0.715 1.768 0.19
H -2.624 -2.795 1.005 0.49
H -1.220 2.681 0.541 0.49
```

Properties
- frontier orbital gap (eV) = 7.801
- total charge = 0
- E_HOMO (eV) = -7.2

***

## Q
Formula: C9H14FNO2
Source: the OMol25 dataset
Level of theory: ωB97M-V/def2-TZVPD

The geometry in XYZ format:
```
27
Properties=species:S:1:pos:R:3:nbo_charge:R:1
C 2.730 -0.745 -0.528 0.18
C 0.328 -1.329 -0.152 0.65
C -0.292 2.891 1.496 -0.64
C -2.107 -3.233 1.054 -0.64
C 1.092 1.738 -1.908 -0.66
C -0.303 2.528 0.009 -0.21
C -1.931 -1.866 0.410 -0.08
C 0.827 2.086 -0.434 -0.18
C 1.551 -0.726 0.184 0.07
N 3.817 -0.683 -0.902 -0.29
O 0.024 -1.863 -1.352 -0.68
O -0.712 -1.343 0.698 -0.47
F 1.672 -0.252 1.472 -0.31
H -0.459 2.068 2.249 0.22
H -1.148 3.525 1.620 0.21
H 0.696 3.331 1.479 0.22
H -2.916 -3.188 1.705 0.22
H -2.185 -4.066 0.265 0.22
H -1.120 -3.451 1.528 0.23
H 1.893 2.420 -2.090 0.22
H 1.597 0.801 -2.132 0.21
H 0.335 1.991 -2.648 0.22
H 0.874 -2.241 -1.820 0.52
H -1.151 2.509 -0.659 0.19
H -2.765 -1.230 0.847 0.19
H -1.991 -1.855 -0.721 0.20
H 1.645 2.183 0.332 0.20
```

Properties
- frontier orbital gap (eV) = 8.940
- total charge = 0
- E_HOMO (eV) = -8.7

***

Stability check: which of them is least stable? Q.

***

## P
Formula: C6H16N2O2
Source: the OMol25 dataset
Level of theory: ωB97M-V/def2-TZVPD

The geometry in XYZ format:
```
26
Properties=species:S:1:pos:R:3:nbo_charge:R:1
C -1.354 -0.792 0.501 0.32
C -1.092 -0.540 -1.200 -0.04
C -2.288 -1.183 -1.882 -0.62
N -0.962 0.784 -1.665 -0.86
O -0.415 -0.846 1.574 -0.74
O -2.372 0.116 0.824 -0.74
H -2.882 -0.218 1.572 0.48
H -0.500 -0.030 2.084 0.48
H -1.755 -1.821 0.508 0.13
H -0.166 -1.088 -1.382 0.19
H -0.110 1.251 -1.292 0.41
H -1.774 1.343 -1.425 0.36
H -3.192 -0.637 -1.623 0.21
H -2.144 -1.145 -2.958 0.23
H -2.410 -2.219 -1.576 0.20
C 2.400 0.851 0.244 -0.07
C 1.733 1.862 1.100 -0.26
C 2.772 -0.501 0.798 -0.63
N 1.009 1.183 0.049 -0.65
H 0.382 0.418 0.405 0.39
H 3.061 1.221 -0.535 0.19
H 1.924 2.914 0.928 0.20
H 1.526 1.608 2.135 0.18
H 2.819 -1.239 -0.002 0.21
H 3.748 -0.460 1.282 0.21
H 2.043 -0.833 1.535 0.22
```

Properties
- frontier orbital gap (eV) = 8.874
- total charge = 0
- E_HOMO (eV) = -8.3

***

## Q
Formula: C6H16N2O2
Source: the OMol25 dataset
Level of theory: ωB97M-V/def2-TZVPD

The geometry in XYZ format:
```
26
Properties=species:S:1:pos:R:3:nbo_charge:R:1
C -1.389 -0.257 0.124 0.41
C 2.128 -0.625 -0.939 0.26
C 0.127 0.245 0.418 -0.24
C 0.884 0.388 -0.885 -0.44
C -2.245 0.767 -0.614 -0.65
C 0.139 1.517 1.252 -0.61
N -2.008 -0.529 1.396 -0.86
N 3.157 -0.191 -0.034 -0.85
O -1.233 -1.448 -0.657 -0.77
O 1.739 -1.966 -0.701 -0.75
H -2.099 -1.750 -0.959 0.47
H 0.772 -2.018 -0.715 0.49
H 2.551 -0.564 -1.955 0.15
H 0.543 -0.564 1.027 0.21
H -2.980 -0.804 1.296 0.36
H -1.512 -1.256 1.897 0.37
H 3.981 -0.773 -0.135 0.37
H 2.833 -0.253 0.926 0.35
H 1.296 1.390 -0.996 0.22
H 0.274 0.167 -1.760 0.22
H -2.424 1.622 0.030 0.23
H -3.209 0.329 -0.882 0.20
H -1.758 1.097 -1.527 0.22
H 1.140 1.688 1.641 0.21
H -0.543 1.414 2.093 0.23
H -0.165 2.375 0.657 0.20
```

Properties
- frontier orbital gap (eV) = 10.083
- total charge = 0
- E_HOMO (eV) = -9.4

***

## R
Formula: C6H16N2O2
Source: the OMol25 dataset
Level of theory: ωB97M-V/def2-TZVPD

The geometry in XYZ format:
```
26
Properties=species:S:1:pos:R:3:nbo_charge:R:1
C 2.422 -1.685 -0.254 0.23
C 0.951 0.850 0.939 -0.69
C 2.116 -1.226 -1.632 -0.70
N 1.520 -2.220 0.466 -0.65
H 3.483 -1.757 0.005 0.17
H 1.821 -2.613 1.352 0.37
H 0.195 -1.596 0.308 0.49
H 1.058 -1.001 -1.724 0.26
H 2.708 -0.347 -1.873 0.23
H 0.722 1.825 1.360 0.23
H 1.488 0.272 1.689 0.21
H 1.480 1.045 0.010 0.19
H 2.396 -2.009 -2.338 0.24
C -1.155 1.523 -1.168 -0.41
C -2.873 1.073 0.444 -0.42
N -1.444 1.281 0.235 -0.48
C -0.625 0.230 0.812 0.69
O -0.973 0.046 2.155 -0.74
O -0.691 -0.933 0.114 -0.82
H -1.617 -0.671 2.191 0.48
H -3.241 0.148 -0.026 0.17
H -1.393 0.660 -1.803 0.18
H -1.747 2.377 -1.496 0.20
H -0.103 1.762 -1.291 0.19
H -3.088 1.050 1.511 0.21
H -3.410 1.917 0.012 0.20
```

Properties
- frontier orbital gap (eV) = 8.865
- total charge = 0
- E_HOMO (eV) = -8.2

***

Stability check: which of them is least stable? P.